1.
The following is a DFT calculation (ωB97M-V with the def2-TZVPD basis set) of C5H9N in the gas phase.

Last column: Löwdin charge in e.
Atoms and positions in Å:
C (0.5587, 0.4109, 1.7358)  -0.01
C (0.5011, -0.8558, 1.3246)  -0.15
C (0.7810, -1.2071, -0.1692)  -0.22
N (0.4020, -0.2594, -1.2603)  -0.06
C (-0.8643, 0.3157, -0.9911)  -0.29
C (-1.1255, 1.6086, -1.0225)  0.01
H (0.6338, 0.7361, 2.8005)  0.06
H (0.4669, 1.3119, 1.1723)  0.03
H (0.5195, -1.6804, 2.0352)  0.09
H (0.0783, -2.0286, -0.2563)  0.09
H (1.8444, -1.4684, -0.1949)  0.11
H (0.2972, -0.8418, -2.0837)  0.11
H (-1.7054, -0.4016, -1.1152)  0.12
H (-0.2769, 2.2983, -0.9205)  0.07
H (-2.1107, 2.0617, -1.0547)  0.06

## Properties
- E_tot (Ha) = -250.56992
- energy relative to the best compared isomer or geometry (same formula, charge and spin) (kcal/mol) = 60.9
- net charge = 0
- frontier orbital gap (eV) = 10.106
- SMILES = C=CCNC=C
- highest occupied orbital energy (Ha) = -0.332
- M (g mol⁻¹) = 83.1
- E_LUMO (Eh) = 0.0393
- spin multiplicity = 1



2.
The following is a DFT calculation (ωB97M-V with the def2-TZVPD basis set) of C2H2S2 in the gas phase.

Last column: Löwdin charge in e.
Atoms and positions in Å:
C (-0.3691, -1.0125, -0.2819)  -0.46
S (1.2732, -1.0525, 0.0970)  0.49
S (1.2951, 1.0345, -0.1074)  0.49
C (-0.3385, 1.0311, 0.3021)  -0.46
H (-0.9370, -1.8582, 0.0836)  -0.03
H (-0.9237, 1.8576, -0.0934)  -0.03

## Properties
- E_tot (Ha) = -873.57514
- energy relative to the best compared isomer or geometry (same formula, charge and spin) (kcal/mol) = 102.0
- net charge = 0
- frontier orbital gap (eV) = 7.308
- SMILES = C#S#S#C
- highest occupied orbital energy (Ha) = -0.292
- M (g mol⁻¹) = 90.2
- E_LUMO (Eh) = -0.0236
- spin multiplicity = 1



3.
The following is a DFT calculation (ωB97M-V with the def2-TZVPD basis set) of C3H6N2O in the gas phase.

Last column: Löwdin charge in e.
Atoms and positions in Å:
H (-0.2640, 2.0078, 0.4127)  0.05
N (0.7135, 1.7677, 0.3038)  0.16
C (0.9628, 0.5158, 0.1548)  -0.47
O (2.2711, 0.1807, 0.1932)  0.04
C (0.1516, -0.3665, -0.7881)  -0.19
N (-1.1847, 0.1296, -0.5314)  -0.04
C (-1.6892, -0.4161, 0.5106)  -0.05
H (2.4307, -0.7452, 0.4207)  0.11
H (0.4122, -0.1837, -1.8342)  0.13
H (0.2928, -1.4331, -0.5389)  0.11
H (-2.6199, -0.0095, 0.8835)  0.07
H (-1.4769, -1.4475, 0.8133)  0.08

## Properties
- E_tot (Ha) = -302.58286
- energy relative to the best compared isomer or geometry (same formula, charge and spin) (kcal/mol) = 69.2
- net charge = 0
- frontier orbital gap (eV) = 10.091
- SMILES = [H]/N=C(/O)CN=C
- highest occupied orbital energy (Ha) = -0.351
- M (g mol⁻¹) = 86.1
- E_LUMO (Eh) = 0.0194
- spin multiplicity = 1



4.
The following is a DFT calculation (ωB97M-V with the def2-TZVPD basis set) of C25H42AsIN6Si2Ti as an isolated structure.

Last column: Löwdin charge in e.
Atoms and positions in Å:
Ti (-0.5997, 0.8573, -0.7481)  0.41
I (-2.0126, 1.8820, 1.6875)  1.20
C (-3.7704, 0.9197, 1.2146)  -0.62
C (-4.8760, 1.0116, 2.0006)  -0.14
C (-6.0600, 0.3291, 1.6146)  -0.08
C (-6.0887, -0.4015, 0.4669)  -0.03
C (-4.9414, -0.4927, -0.3667)  -0.16
C (-4.9650, -1.2268, -1.5839)  -0.03
C (-3.8659, -1.2676, -2.3876)  -0.07
C (-2.6806, -0.5965, -1.9848)  -0.16
C (-2.5865, 0.0837, -0.8045)  -0.25
C (-3.7525, 0.1700, 0.0026)  -0.26
H (-4.8648, 1.5955, 2.9114)  0.09
H (-6.9393, 0.3959, 2.2418)  0.10
H (-6.9922, -0.9218, 0.1717)  0.11
H (-5.8792, -1.7354, -1.8668)  0.11
H (-3.8886, -1.8024, -3.3290)  0.10
H (-1.8279, -0.6503, -2.6651)  0.09
C (-1.4466, 5.0468, -1.6906)  -0.05
N (-0.5731, 4.1776, -0.9229)  -0.22
C (-0.0418, 4.7139, 0.3140)  -0.11
C (-0.5966, 2.8535, -1.1497)  -0.58
N (-1.0673, 2.1965, -2.1183)  0.01
H (-0.8929, 5.8930, -2.1041)  0.08
H (-2.2459, 5.4371, -1.0519)  0.09
H (-1.8830, 4.4732, -2.5033)  0.08
H (0.4272, 5.6801, 0.1165)  0.09
H (0.6979, 4.0256, 0.7152)  0.01
H (-0.8325, 4.8720, 1.0589)  0.06
C (-1.4460, -2.3612, 0.4631)  -0.16
N (-1.2381, -3.7476, 0.8592)  -0.08
C (-0.1873, -3.8007, 1.8742)  -0.17
N (1.0675, -3.2376, 1.3795)  -0.08
C (0.8309, -1.8568, 0.9748)  -0.25
N (-0.2034, -1.7276, -0.0767)  -0.10
C (0.2497, -2.5528, -1.2239)  -0.17
N (0.4672, -3.9481, -0.8638)  -0.08
C (-0.7820, -4.4895, -0.3178)  -0.16
C (1.4804, -3.9931, 0.1962)  -0.16
H (-1.7756, -1.7749, 1.3235)  0.13
H (-2.2206, -2.3292, -0.2953)  0.11
H (-0.0236, -4.8398, 2.1662)  0.13
H (-0.5095, -3.2379, 2.7528)  0.13
H (1.7483, -1.4250, 0.5857)  0.04
H (0.5180, -1.2657, 1.8378)  0.11
H (1.1854, -2.1329, -1.5983)  0.12
H (-0.5059, -2.4969, -2.0106)  0.12
H (-0.6222, -5.5329, -0.0407)  0.13
H (-1.5558, -4.4451, -1.0868)  0.13
H (2.4141, -3.5733, -0.1848)  0.13
H (1.6524, -5.0335, 0.4777)  0.13
C (2.2010, 0.8377, 3.7571)  -0.24
Si (3.1163, 0.6948, 2.1392)  0.17
C (3.8668, -1.0149, 2.0398)  -0.21
C (4.5148, 1.9226, 2.0916)  -0.24
As (1.6100, 1.3954, 0.5327)  0.74
Si (2.5940, 1.1455, -1.5434)  0.21
C (4.0148, -0.0642, -1.6314)  -0.22
C (1.2507, 0.4497, -2.7488)  -0.23
C (3.1409, 2.7499, -2.3042)  -0.22
H (2.8757, 0.6583, 4.5995)  0.03
H (1.3834, 0.1149, 3.8184)  0.02
H (1.7671, 1.8332, 3.8735)  0.02
H (4.6203, -1.0989, 2.8308)  0.04
H (4.3687, -1.1824, 1.0843)  0.02
H (3.1472, -1.8212, 2.1877)  0.01
H (5.2640, 1.6824, 2.8530)  0.03
H (4.1453, 2.9338, 2.2702)  0.03
H (5.0121, 1.9253, 1.1184)  0.02
H (3.7656, -1.0403, -1.2098)  0.01
H (4.8957, 0.3043, -1.0996)  0.03
H (4.2852, -0.1993, -2.6834)  0.03
H (1.6730, -0.3064, -3.4179)  0.05
H (0.7974, 1.2404, -3.3396)  0.02
H (0.4380, -0.1368, -2.2721)  -0.04
H (3.9117, 3.2246, -1.6933)  0.03
H (2.2983, 3.4422, -2.3740)  0.02
H (3.5440, 2.5924, -3.3095)  0.03

## Properties
- E_tot (Ha) = -5268.29405
- energy relative to the best compared isomer or geometry (same formula, charge and spin) (kcal/mol) = 27.2
- net charge = 0
- frontier orbital gap (eV) = 6.889
- highest occupied orbital energy (Ha) = -0.244
- M (g mol⁻¹) = 732.5
- E_LUMO (Eh) = 0.0095
- spin multiplicity = 1



5.
The following is a DFT calculation (ωB97M-V with the def2-TZVPD basis set) of C19H11Cl48FO2 as an isolated structure.

Last column: Löwdin charge in e.
Atoms and positions in Å:
C (2.4942, -0.8971, 0.0622)  -0.11
C (1.3822, -1.9595, -0.5808)  -0.25
F (0.7241, -2.8041, 0.4731)  -0.14
C (0.2759, -1.0644, -1.4545)  -0.07
C (-0.9132, -0.5451, -0.4529)  -0.28
C (-1.5159, 0.9760, -0.6023)  -0.09
C (-2.6793, 0.8277, 0.5899)  -0.11
C (-3.3618, -0.5626, -0.0386)  -0.26
O (-4.6594, -0.8344, -0.2038)  -0.18
O (-2.1473, -1.3471, -0.3954)  -0.07
H (2.3862, 0.1782, -0.4203)  0.07
H (3.5799, -1.3483, -0.1394)  0.09
H (2.2685, -0.7933, 1.2294)  0.04
H (1.9257, -2.7404, -1.3007)  0.09
H (-0.1756, -1.7932, -2.2697)  0.10
H (0.8462, -0.2225, -2.0332)  0.13
H (-0.3621, -0.4880, 0.5827)  0.13
H (-2.2190, 1.1681, -1.5478)  0.13
H (-0.8062, 1.9013, -0.4994)  0.07
H (-2.1846, 0.5163, 1.6309)  0.10
H (-3.4155, 1.7309, 0.7509)  0.10
C (-5.7594, 1.0671, -2.9671)  -1.95
Cl (-7.4465, 1.1083, -3.5382)  0.50
Cl (-5.6861, 1.6585, -1.2880)  0.52
Cl (-5.1502, -0.6059, -3.0346)  0.58
Cl (-4.7545, 2.1075, -4.0076)  0.49
C (-2.2465, -1.8931, 4.3650)  -1.98
Cl (-1.7046, -2.8469, 5.7689)  0.52
Cl (-2.1221, -0.1565, 4.7430)  0.46
Cl (-1.2192, -2.2700, 2.9589)  0.56
Cl (-3.9402, -2.2993, 3.9890)  0.51
C (5.2535, 0.9617, 2.0327)  -1.95
Cl (5.1558, 1.2722, 0.2810)  0.47
Cl (5.9894, 2.3664, 2.8448)  0.54
Cl (3.6156, 0.6921, 2.6802)  0.56
Cl (6.2531, -0.4841, 2.3247)  0.50
C (-6.1465, 1.1117, 3.7660)  -1.95
Cl (-5.6718, 0.2099, 2.3046)  0.56
Cl (-5.9237, 2.8570, 3.4855)  0.48
Cl (-7.8581, 0.7834, 4.1366)  0.53
Cl (-5.1325, 0.5963, 5.1375)  0.49
C (-10.1581, 0.0415, -0.9480)  -2.00
Cl (-8.9230, 0.1829, 0.3282)  0.50
Cl (-9.4837, -0.8580, -2.3302)  0.48
Cl (-11.5759, -0.8276, -0.3086)  0.51
Cl (-10.6499, 1.6689, -1.4815)  0.51
C (8.9241, -2.3980, -0.5832)  -1.99
Cl (8.5280, -4.0790, -0.1453)  0.51
Cl (10.3990, -1.8916, 0.2785)  0.49
Cl (9.1966, -2.2907, -2.3407)  0.51
Cl (7.5727, -1.3308, -0.1254)  0.46
C (2.3240, 4.6784, 0.3109)  -1.96
Cl (3.4671, 3.3130, 0.3674)  0.46
Cl (0.6549, 4.0555, 0.2960)  0.48
Cl (2.5602, 5.7102, 1.7442)  0.53
Cl (2.6141, 5.6352, -1.1640)  0.53
C (3.8241, -5.3876, -2.4105)  -2.00
Cl (4.2167, -6.8388, -3.3667)  0.52
Cl (5.2970, -4.4122, -2.1794)  0.50
Cl (2.6009, -4.4211, -3.2733)  0.51
Cl (3.1815, -5.8784, -0.8228)  0.52
C (-5.4759, 6.0763, -2.7252)  -1.99
Cl (-5.8720, 4.3953, -2.2873)  0.46
Cl (-4.0010, 6.5828, -1.8636)  0.51
Cl (-5.2034, 6.1837, -4.4828)  0.51
Cl (-6.8273, 7.1435, -2.2675)  0.51
C (14.0240, 0.0399, -0.1662)  -2.01
Cl (13.1645, 0.1782, 1.3883)  0.50
Cl (12.8430, -0.1979, -1.4788)  0.49
Cl (14.9529, 1.5306, -0.4659)  0.51
Cl (15.1359, -1.3512, -0.1084)  0.51
C (-1.5759, 3.7836, 4.1775)  -1.97
Cl (-1.0341, 2.8299, 5.5815)  0.51
Cl (-1.4516, 5.5203, 4.5555)  0.53
Cl (-0.5486, 3.4068, 2.7714)  0.47
Cl (-3.2696, 3.3774, 3.8015)  0.46
C (-1.2759, -6.0611, -3.5278)  -2.01
Cl (-1.2034, -4.4845, -2.7012)  0.52
Cl (-1.3123, -5.8063, -5.2908)  0.51
Cl (0.1595, -7.0244, -3.0964)  0.49
Cl (-2.7476, -6.9294, -3.0227)  0.52

## Properties
- E_tot (Ha) = -23069.79201
- net charge = 0
- frontier orbital gap (eV) = 9.927
- highest occupied orbital energy (Ha) = -0.377
- M (g mol⁻¹) = 1992.0
- E_LUMO (Eh) = -0.0119
- spin multiplicity = 1



6.
The following is a DFT calculation (ωB97M-V with the def2-TZVPD basis set) of a 2-piece molecular cluster, C5H16N2S overall.

Last column: Löwdin charge in e.
Atoms and positions in Å:
C (-1.7886, 2.2180, -2.4218)  -0.12
C (-1.7196, 0.7277, -2.0992)  -0.27
C (-0.6668, 0.4108, -1.0466)  -0.29
N (-0.4911, -1.0421, -0.8109)  -0.03
H (-2.0809, 2.8090, -1.5548)  0.07
H (-0.8315, 2.5801, -2.7998)  0.07
H (-2.5066, 2.4067, -3.2215)  0.07
H (-2.6829, 0.4114, -1.7006)  0.11
H (-1.5102, 0.1641, -3.0112)  0.11
H (0.3013, 0.8321, -1.3328)  0.11
H (-0.9579, 0.8586, -0.0967)  0.11
H (-0.9598, -1.2975, 0.0534)  0.05
H (-0.9040, -1.5896, -1.5560)  0.07
N (0.1858, -1.3579, 2.3745)  -0.02
C (1.1782, -0.2724, 2.3373)  -0.35
C (2.5721, -0.7090, 1.9011)  -0.57
S (2.5828, -1.6376, 0.3339)  0.68
H (0.0615, -1.6905, 3.3224)  0.06
H (0.5407, -2.1549, 1.8524)  0.03
H (0.8184, 0.5188, 1.6779)  0.08
H (1.2746, 0.1382, 3.3447)  0.11
H (2.9867, -1.3490, 2.6815)  0.06
H (3.2176, 0.1678, 1.8444)  0.06
H (1.3801, -1.1426, -0.0715)  -0.18

## Properties
- E_tot (Ha) = -707.78334
- energy relative to the best compared isomer or geometry (same formula, charge and spin) (kcal/mol) = 0.7
- net charge = 0
- frontier orbital gap (eV) = 9.696
- SMILES = CCCN.NCCS
- highest occupied orbital energy (Ha) = -0.318
- M (g mol⁻¹) = 136.3
- E_LUMO (Eh) = 0.0386
- spin multiplicity = 1



7.
The following is a DFT calculation (ωB97M-V with the def2-TZVPD basis set) of C3H6N4O2 as an isolated structure.

Last column: Löwdin charge in e.
Atoms and positions in Å:
C (-0.3268, -0.5896, -0.1024)  -0.50
C (0.8836, 0.8130, -1.8358)  -0.21
C (0.2520, -0.1338, 2.0991)  -0.17
H (-2.4186, -1.8697, 0.0888)  0.14
H (-0.9882, -0.1980, -2.1318)  0.29
H (1.1867, 0.8007, 0.3895)  0.07
H (1.9085, 1.3414, -1.7673)  0.15
H (-0.2703, 0.0982, 3.2257)  0.15
H (1.4866, 1.5388, 2.5192)  0.06
N (-0.9413, -1.0405, -1.0544)  0.06
N (0.6849, 0.2723, -0.5536)  0.06
N (-0.4887, -1.0578, 1.2165)  0.06
N (1.2142, 0.8735, 1.7824)  -0.02
O (-2.4539, -1.4509, -0.9075)  -0.08
O (0.2712, 0.6024, -2.9683)  -0.06

## Properties
- E_tot (Ha) = -487.19800
- energy relative to the best compared isomer or geometry (same formula, charge and spin) (kcal/mol) = 160.0
- net charge = 0
- frontier orbital gap (eV) = 9.220
- highest occupied orbital energy (Ha) = -0.347
- M (g mol⁻¹) = 130.1
- E_LUMO (Eh) = -0.0079
- spin multiplicity = 1



8.
The following is a DFT calculation (ωB97M-V with the def2-TZVPD basis set) of CFN4O2S as an isolated structure.

Last column: Löwdin charge in e.
Atoms and positions in Å:
C (-1.1712, -0.0694, -0.0583)  -0.17
N (-1.8957, -1.1411, 0.1111)  -0.05
N (-1.7370, 1.1115, -0.0710)  -0.05
N (-3.0714, -0.5931, 0.1685)  -0.12
N (-2.9830, 0.7358, 0.0493)  -0.12
O (2.6909, -1.2535, -0.8263)  -0.43
O (2.7261, 1.2833, -0.6708)  -0.44
F (3.1525, -0.0408, 1.4250)  -0.39
S (2.2888, -0.0328, -0.1275)  0.78

## Properties
- E_tot (Ha) = -905.54395
- energy relative to the best compared isomer or geometry (same formula, charge and spin) (kcal/mol) = 90.7
- net charge = -1
- frontier orbital gap (alpha / beta) (eV) = 8.233 / 5.035
- highest occupied orbital energy (alpha / beta) (Ha) = -0.253 / -0.209
- M (g mol⁻¹) = 151.1
- E_LUMO (alpha / beta) (Eh) = 0.0491 / -0.0240
- spin multiplicity = 1